Molecular formula: C30H90O15
Method: DFT, ωB97M-V with the def2-TZVPD basis set

```
135
Properties=species:S:1:pos:R:3
C 1.96896 -0.84375 3.04384
C 0.68330 -1.65717 3.20011
O 0.77497 -2.52513 4.32622
H 2.24121 -0.33820 3.96492
H 1.81698 -0.06394 2.29613
H 2.81592 -1.48027 2.75801
H 0.49663 -2.27233 2.34274
H -0.21550 -1.03091 3.30521
H 0.44300 -1.94105 5.04003
C -5.43286 -2.81278 -1.15342
C -5.83873 -1.47541 -1.70861
O -4.74688 -0.56283 -1.53558
H -6.20745 -3.57826 -1.16864
H -5.09556 -2.72270 -0.11719
H -4.61003 -3.21978 -1.72491
H -6.72032 -1.06184 -1.20063
H -6.12455 -1.51177 -2.77533
H -4.10066 -0.60009 -2.24385
C 5.33024 1.03337 -0.04255
C 5.32622 1.05220 1.49324
O 4.89333 2.33775 1.89931
H 4.33787 1.28077 -0.42958
H 5.51709 0.02238 -0.43800
H 6.01135 1.76417 -0.49868
H 6.29122 0.72631 1.87998
H 4.65476 0.30616 1.91713
H 5.64519 2.93522 1.76733
C -0.59284 -0.45953 0.07574
C 0.00580 0.42510 -1.04106
O 1.37322 0.71342 -0.76961
H -1.57695 -0.85511 -0.21738
H -0.69033 0.06964 1.04347
H -0.00765 -1.36701 0.25748
H -0.48046 1.39045 -1.19464
H -0.02843 -0.10290 -1.99608
H 1.45119 1.43475 -0.11032
C 0.23889 -4.84559 0.80126
C -0.50657 -4.40971 -0.44322
O 0.44105 -4.33252 -1.53451
H 0.63885 -5.84513 0.67365
H -0.37397 -4.80417 1.71083
H 1.02935 -4.11080 0.96949
H -0.95203 -3.42673 -0.42340
H -1.23067 -5.16508 -0.72771
H 1.11468 -3.71493 -1.17904
C -2.49972 2.58860 -2.77800
C -1.29208 2.62733 -3.69785
O -1.17689 1.28913 -4.26230
H -2.33389 2.00677 -1.89418
H -3.40906 2.17593 -3.23581
H -2.74249 3.58883 -2.40189
H -0.44388 2.91535 -3.09982
H -1.30220 3.28570 -4.54273
H -0.42672 1.26114 -4.87679
C 0.29149 4.15789 0.23538
C 1.67092 4.19192 0.76902
O 2.00998 2.89094 1.23399
H -0.40033 3.84891 1.01558
H 0.15419 3.34906 -0.46855
H -0.04421 5.15108 -0.09031
H 1.75058 4.90928 1.61079
H 2.40321 4.49730 0.01001
H 2.95756 2.85541 1.47306
C 2.04598 -2.41312 -4.34566
C 3.32095 -1.59511 -4.60709
O 4.43429 -2.44178 -4.58449
H 2.10934 -3.02017 -3.42753
H 1.94258 -3.12933 -5.15653
H 1.17138 -1.75239 -4.32522
H 3.43372 -0.82766 -3.83843
H 3.18544 -1.05711 -5.55605
H 5.20461 -1.94765 -4.83961
C 2.54493 3.00672 -2.91486
C 3.67198 2.35706 -3.72981
O 3.20036 2.03924 -5.02953
H 2.86900 3.10086 -1.88197
H 1.68523 2.33838 -2.91468
H 2.18468 3.98544 -3.21991
H 4.08982 1.48478 -3.25450
H 4.48316 3.07312 -3.80088
H 2.88203 2.85809 -5.38829
C 2.58677 2.74820 5.00884
C 1.21132 3.25910 4.77829
O 0.61616 2.65848 3.63575
H 2.61136 1.64927 5.02570
H 3.02420 3.02874 5.95754
H 3.24928 3.04111 4.18829
H 1.24234 4.33474 4.63073
H 0.52885 2.97836 5.58060
H 1.11292 2.81185 2.83048
C 4.33478 -2.88307 -1.24293
C 3.65993 -2.65026 0.10615
O 2.25401 -2.26391 0.01219
H 3.98352 -3.77898 -1.73325
H 5.42460 -3.01776 -1.07875
H 4.15090 -1.99678 -1.83401
H 4.18620 -1.89827 0.69596
H 3.67633 -3.51856 0.75270
H 2.18590 -1.31000 -0.19661
C -2.95952 -3.06284 4.10240
C -3.00437 -2.41115 2.71036
O -3.96336 -3.10141 1.95443
H -2.28558 -2.52630 4.75206
H -2.60571 -4.08035 4.01851
H -3.96939 -3.12044 4.54015
H -2.06122 -2.54058 2.20395
H -3.35391 -1.38681 2.79558
H -3.59090 -3.98641 1.83630
C -3.74087 0.98948 4.82177
C -2.67223 1.85875 4.18881
O -1.79688 1.08407 3.36185
H -4.30821 0.47351 4.03304
H -4.41342 1.62344 5.38240
H -3.30747 0.22840 5.47616
H -2.11377 2.35688 4.97989
H -3.23028 2.60258 3.62305
H -1.01824 1.66841 3.19496
C -3.79053 3.66736 1.08767
C -3.89692 2.23429 0.54976
O -4.68747 2.26012 -0.60665
H -3.40607 4.33718 0.29666
H -3.13409 3.66537 1.95340
H -4.76950 4.07679 1.32318
H -4.41091 1.61330 1.30412
H -2.89957 1.82706 0.35869
H -4.72836 1.38447 -1.01287
C -2.48332 -3.26119 -3.78094
C -1.77369 -1.97380 -3.43135
O -2.67814 -0.89045 -3.50952
H -2.91366 -3.33323 -4.79848
H -3.31140 -3.42417 -3.10204
H -1.79734 -4.11555 -3.67571
H -1.02386 -1.75467 -4.15745
H -1.38995 -2.07735 -2.40957
H -2.18402 -0.10118 -3.75901
```

Summary:
Frontier orbital gap: 0.3494 Ha
HOMO energy: -9.44 eV
ΔE to the lowest compared entry with this formula, charge and spin: 91.0 kcal per mole
Lowest unoccupied orbital energy: 0.0696 eV

Molecular formula: C31H49BrO2P2Sm
Method: DFT, ωB97M-V with the def2-TZVPD basis set

```
86
Properties=species:S:1:pos:R:3
Sm 1.03775 -0.12936 -0.42087
C 0.04938 -3.09208 -0.37811
C 1.45972 -3.05279 -0.56453
C 0.98322 -2.18688 1.53116
C -0.23185 -2.61243 0.93394
C 2.04776 -2.48595 0.61375
C -0.95141 -3.67485 -1.30085
H -0.61982 -3.62347 -2.34197
H -1.91217 -3.14612 -1.22246
H -1.14874 -4.73016 -1.06149
C -1.51408 -2.77019 1.65369
H -2.34243 -3.02567 0.98009
H -1.79945 -1.84139 2.16686
H -1.45426 -3.55117 2.43399
C 1.14753 -1.66704 2.91382
H 1.29383 -2.48624 3.63331
H 0.26156 -1.10403 3.22955
H 2.00682 -0.98806 3.00222
C 3.49595 -2.24891 0.87590
H 4.09214 -3.13007 0.59695
H 3.65864 -2.04732 1.94559
H 3.90508 -1.37823 0.32376
C 2.17863 -3.70515 -1.68398
H 2.28738 -4.79349 -1.52526
H 3.19851 -3.31449 -1.80802
H 1.63842 -3.59452 -2.63629
C -0.15324 1.19785 -2.02512
C -0.16551 -0.13694 -2.45145
C 0.56219 -0.57664 -3.71591
C 2.08531 -0.81740 -3.55846
C 2.68174 -0.34407 -2.23520
C 2.67517 0.98920 -1.85756
C 2.16307 2.07436 -2.78735
C 0.62281 2.27825 -2.74953
H 0.41152 0.15244 -4.53303
H 2.59549 -0.38445 -4.44323
H 0.08381 -1.50193 -4.08297
H 0.24989 2.38701 -3.78392
H -1.01854 1.56487 -1.44330
H -1.02601 -0.78058 -2.14721
H 0.39668 3.25061 -2.27908
H 2.63039 3.03262 -2.51378
H 3.35414 1.33997 -1.07329
H 2.47109 1.91768 -3.83494
H 2.27766 -1.89580 -3.65395
H 3.42288 -1.02949 -1.80393
P -3.40970 0.27815 -2.09523
C -4.58131 -0.56118 -0.98015
H -5.59900 -0.48062 -1.38778
H -4.51712 -0.10081 0.01729
H -4.28638 -1.61805 -0.89487
C -3.79037 2.04228 -1.74359
H -4.86569 2.19547 -1.91457
H -3.19372 2.67586 -2.41702
H -3.52365 2.27122 -0.70002
C -4.13838 0.02318 -3.74475
H -3.53679 0.57546 -4.48168
H -5.17694 0.38227 -3.75194
H -4.10240 -1.04829 -3.99148
P 2.14884 2.83210 0.85686
C 3.86627 2.66555 1.49287
H 4.41707 3.61426 1.45122
H 4.37405 1.91219 0.87803
H 3.82694 2.29631 2.52510
C 2.20774 4.45810 0.01190
H 2.87953 4.43890 -0.85902
H 2.55215 5.24420 0.70642
H 1.18662 4.70381 -0.32769
C 1.32098 3.34021 2.40741
H 1.51427 4.39998 2.63226
H 1.67331 2.70859 3.23658
H 0.24522 3.18690 2.24762
Br -4.31212 -0.79453 2.57793
C -2.89037 -0.18194 3.67730
C -2.97292 -0.47731 5.04513
C -1.97663 -0.03835 5.91930
C -0.93226 0.75323 5.42010
C -0.83650 1.01422 4.05301
C -1.79483 0.54391 3.14587
C -1.68336 0.91518 1.67713
O -2.62405 1.51120 1.15154
O -0.54577 0.59692 1.07592
H -3.79278 -1.08894 5.41299
H -2.02498 -0.30556 6.98095
H -0.17065 1.14110 6.10099
H -0.02297 1.63729 3.67051
```

Summary:
Frontier orbital gap (spin up / spin down): 0.1953 / 0.2060 Ha
HOMO energy (spin up / spin down): -10.01 / -10.08 eV
Total charge: +1
Lowest unoccupied orbital energy (spin up / spin down): -4.6944 / -4.4785 eV
2S+1: 6

Molecular formula: C5H7NO
Method: DFT, ωB97M-V with the def2-TZVPD basis set

```
14
Properties=species:S:1:pos:R:3
O 1.76357 0.88960 1.42424
C 1.20925 1.47265 0.52481
C 0.44758 0.89669 -0.63106
C 0.04862 -0.45931 -1.03716
C -0.16882 -1.45165 0.08380
C -1.16942 -0.41997 0.63788
N -0.98647 0.50747 -0.54724
H 1.22922 2.58517 0.46855
H 0.64261 1.52349 -1.50162
H 0.08018 -0.69857 -2.09748
H 0.70784 -1.69003 0.68641
H -0.64803 -2.37078 -0.26527
H -0.95539 0.00095 1.62490
H -2.20073 -0.78571 0.62924
```

Summary:
Frontier orbital gap: 0.3794 Ha
HOMO energy: -9.48 eV
ΔE to the lowest compared entry with this formula, charge and spin: 66.6 kcal per mole
SMILES: O=C[C@H]1[C@H]2CCN21
Lowest unoccupied orbital energy: 0.8485 eV

Going through the records in order, we get DFT total energy values of -2325.47360; -5275.50259; -324.61826 hartree.